Record 1
Entry from the Open Molecules 2025 dataset: a cluster of 5 separate species, C20H25F15O10 in total in a non-equilibrium geometry (the ωB97M-V functional and the def2-TZVPD basis).

Calculated values
- HOMO-LUMO gap (eV) = 11.6152
- energy relative to the best compared isomer or geometry (same formula, charge and spin) (kcal/mol) = 53.4
- SMILES string = CCOC(=O)C(F)(F)F.CCOC(=O)C(F)(F)F.CCOC(=O)C(F)(F)F.CCOC(=O)C(F)(F)F.CCOC(=O)C(F)(F)F
- E_LUMO (eV) = 0.422

Positions of all 70 atoms, in Å:
C (-10.14, 0.46, -1.32)
C (-9.99, -0.65, -2.30)
O (-8.73, -0.58, -3.00)
C (-8.05, -1.70, -3.30)
O (-8.17, -2.82, -2.88)
C (-6.91, -1.32, -4.25)
F (-7.37, -0.87, -5.44)
F (-6.20, -0.35, -3.72)
F (-6.03, -2.30, -4.50)
H (-11.14, 0.41, -0.79)
H (-10.16, 1.53, -1.75)
H (-9.29, 0.52, -0.65)
H (-10.76, -0.73, -3.07)
H (-9.99, -1.61, -1.79)
C (4.43, 9.09, 1.19)
C (4.28, 7.77, 0.49)
O (4.00, 6.72, 1.45)
C (3.77, 5.52, 0.94)
O (3.91, 5.17, -0.20)
C (3.35, 4.52, 2.05)
F (2.33, 3.80, 1.49)
F (4.43, 3.69, 2.30)
F (2.85, 4.89, 3.22)
H (4.51, 9.83, 0.43)
H (5.25, 9.08, 1.86)
H (3.65, 9.42, 1.85)
H (5.17, 7.48, -0.05)
H (3.39, 7.84, -0.09)
C (7.35, -0.90, 5.11)
C (7.06, -2.31, 4.70)
O (6.62, -2.29, 3.28)
C (5.41, -2.89, 3.13)
O (4.64, -3.23, 3.95)
C (5.00, -3.08, 1.63)
F (5.94, -2.70, 0.78)
F (4.78, -4.41, 1.30)
F (3.90, -2.38, 1.33)
H (7.72, -0.72, 6.11)
H (6.44, -0.30, 5.02)
H (8.10, -0.44, 4.36)
H (6.43, -2.77, 5.35)
H (7.98, -2.98, 4.65)
C (-2.79, -3.69, -2.38)
C (-1.82, -4.24, -3.37)
O (-1.53, -5.66, -2.99)
C (-0.55, -6.21, -3.71)
O (-0.12, -5.85, -4.79)
C (0.16, -7.36, -3.00)
F (0.83, -6.84, -1.94)
F (-0.62, -8.36, -2.50)
F (1.06, -7.97, -3.77)
H (-2.45, -3.85, -1.35)
H (-3.70, -4.25, -2.58)
H (-2.85, -2.63, -2.56)
H (-0.86, -3.71, -3.34)
H (-2.22, -4.26, -4.35)
C (-1.41, 2.73, -0.19)
C (-0.34, 1.73, -0.39)
O (0.55, 1.51, 0.70)
C (0.09, 0.68, 1.68)
O (-0.98, 0.15, 1.69)
C (1.15, 0.71, 2.88)
F (2.42, 0.75, 2.42)
F (0.98, 1.78, 3.65)
F (0.95, -0.34, 3.62)
H (-1.03, 3.74, -0.19)
H (-2.01, 2.48, 0.74)
H (-2.16, 2.74, -0.97)
H (0.35, 2.04, -1.24)
H (-0.87, 0.78, -0.65)



Record 2
Entry from the Open Molecules 2025 dataset: a cluster of 4 separate species, C3H14N2O2S in total in a non-equilibrium geometry (the ωB97M-V functional and the def2-TZVPD basis).

Calculated values
- HOMO-LUMO gap (spin up / spin down) (eV) = 8.2807 / 4.5655
- ⟨S²⟩ = 0.755
- multiplicity = 2
- energy relative to the best compared isomer or geometry (same formula, charge and spin) (kcal/mol) = 46.3
- net charge = +1
- E_LUMO (spin up / spin down) (eV) = -4.827 / -8.435

Positions of all 22 atoms, in Å:
N (0.09, -1.52, 0.53)
C (0.89, -0.78, -0.41)
C (1.01, -1.36, -1.84)
S (1.77, -3.04, -1.71)
C (0.42, 0.72, -0.56)
N (0.94, 1.57, 0.52)
H (0.64, -1.98, 1.27)
H (-0.18, -3.17, -1.63)
H (-0.51, -2.20, 0.08)
H (1.90, -0.58, -0.01)
H (1.70, -0.64, -2.34)
H (-0.04, -1.18, -2.31)
H (0.76, 1.21, -1.54)
H (-0.69, 0.70, -0.53)
H (1.94, 1.70, 0.36)
H (0.48, 2.49, 0.65)
H (-1.25, -0.59, 1.25)
H (-2.25, -0.28, 2.45)
O (-1.78, 0.11, 1.71)
H (-2.40, 3.59, 1.50)
H (-1.80, 2.14, 1.40)
O (-1.64, 3.07, 1.17)



Record 3
Entry from the Open Molecules 2025 dataset: a structure of composition C6H7N3 in a non-equilibrium geometry (the ωB97M-V functional and the def2-TZVPD basis).

Calculated values
- HOMO-LUMO gap (spin up / spin down) (eV) = 8.1681 / 7.7510
- energy relative to the best compared isomer or geometry (same formula, charge and spin) (kcal/mol) = 146.2
- E_LUMO (spin up / spin down) (eV) = 0.164 / 0.236

Positions of all 16 atoms, in Å:
C (2.10, -1.96, 1.86)
C (1.12, -2.09, 2.89)
C (1.45, -1.04, 1.09)
C (0.09, 0.16, 0.48)
C (-1.39, 0.86, -0.14)
C (-1.26, 1.55, -1.46)
N (0.03, -1.32, 2.77)
N (0.28, -0.66, 1.61)
N (1.26, -0.35, -0.15)
H (3.22, -2.39, 1.69)
H (1.24, -2.47, 3.92)
H (-2.13, 1.15, 0.64)
H (-0.43, 1.02, -1.97)
H (-1.34, 2.64, -1.28)
H (-2.07, 1.18, -2.15)
H (2.00, 0.27, -0.53)



Record 4
Entry from the Open Molecules 2025 dataset: a cluster of 2 separate species, C5H12O in total (the ωB97M-V functional and the def2-TZVPD basis).

Calculated values
- HOMO-LUMO gap (eV) = 10.7176
- energy relative to the best compared isomer or geometry (same formula, charge and spin) (kcal/mol) = 28.7
- SMILES string = C=CCCO.C
- E_LUMO (eV) = 0.952

Positions of all 18 atoms, in Å:
C (-1.31, -0.09, -1.75)
C (-0.31, 0.14, -0.91)
C (-0.48, 0.54, 0.52)
C (-0.08, 1.99, 0.72)
O (-0.30, 2.29, 2.08)
H (-2.34, -0.04, -1.42)
H (-1.13, -0.33, -2.80)
H (0.72, 0.09, -1.27)
H (-1.53, 0.44, 0.84)
H (0.13, -0.07, 1.20)
H (-0.69, 2.62, 0.06)
H (0.97, 2.12, 0.43)
H (-0.10, 3.22, 2.22)
C (1.28, -2.58, 0.01)
H (0.35, -2.18, -0.39)
H (1.07, -3.40, 0.70)
H (1.84, -1.82, 0.58)
H (1.90, -2.93, -0.81)



Record 5
Entry from the Open Molecules 2025 dataset: an isolated molecule of C6H9N in a non-equilibrium geometry (the ωB97M-V functional and the def2-TZVPD basis).

Calculated values
- HOMO-LUMO gap (eV) = 9.2008
- energy relative to the best compared isomer or geometry (same formula, charge and spin) (kcal/mol) = 35.0
- SMILES string = CCc1cc[nH]c1
- E_LUMO (eV) = 1.098

Positions of all 16 atoms, in Å:
C (2.27, -0.49, 0.17)
C (0.89, -0.89, 0.73)
C (-0.19, 0.03, 0.28)
C (-1.60, -0.17, 0.67)
C (-2.40, 0.39, -0.26)
N (-1.61, 1.14, -1.12)
C (-0.30, 1.03, -0.64)
H (2.51, 0.59, 0.22)
H (3.11, -1.07, 0.55)
H (2.28, -0.54, -0.93)
H (0.50, -1.86, 0.48)
H (1.10, -0.80, 1.81)
H (-1.81, -0.90, 1.44)
H (-3.47, 0.46, -0.33)
H (-1.71, 1.27, -2.11)
H (0.40, 1.80, -0.95)



Record 6
Entry from the Open Molecules 2025 dataset: a structure of composition C35H57DyO3PSi2 in a non-equilibrium geometry (the ωB97M-V functional and the def2-TZVPD basis).

Calculated values
- HOMO-LUMO gap (spin up / spin down) (eV) = 6.2787 / 6.3929
- ⟨S²⟩ = 9.358
- multiplicity = 6
- energy relative to the best compared isomer or geometry (same formula, charge and spin) (kcal/mol) = 0.0
- net charge = +1
- E_LUMO (spin up / spin down) (eV) = -3.701 / -3.729

Positions of all 99 atoms, in Å:
O (-1.21, -2.01, -2.38)
O (0.84, 1.40, -5.72)
C (-0.43, -3.08, -2.95)
C (-1.17, -4.38, -2.60)
H (0.57, -3.10, -2.50)
H (-0.29, -2.96, -4.04)
H (-1.27, -4.49, -1.52)
H (-0.57, -5.23, -2.99)
H (-2.15, -4.35, -3.10)
C (-1.76, -1.01, -3.25)
C (-1.50, -1.21, -4.76)
H (-1.34, -0.05, -2.93)
H (-2.83, -1.02, -3.04)
H (-0.49, -0.85, -4.99)
H (-2.23, -0.55, -5.28)
H (-1.67, -2.25, -5.06)
C (0.50, 2.53, -4.91)
C (2.24, 1.15, -5.79)
C (-0.90, 2.95, -5.29)
H (1.20, 3.37, -5.11)
H (0.56, 2.30, -3.83)
H (-0.97, 3.11, -6.37)
H (-1.15, 3.89, -4.80)
H (-1.63, 2.19, -4.99)
C (2.61, 0.74, -7.19)
H (2.54, 0.37, -5.07)
H (2.82, 2.08, -5.53)
H (2.00, -0.11, -7.53)
H (3.66, 0.46, -7.22)
H (2.48, 1.57, -7.89)
H (0.52, -0.55, -0.97)
Dy (-0.91, -0.84, 0.89)
C (1.47, -0.96, -1.39)
Si (2.87, -0.06, -0.58)
H (1.52, -2.06, -1.33)
H (1.48, -0.81, -2.44)
C (4.06, -0.76, -1.83)
C (3.41, -0.51, 1.13)
C (2.61, 1.77, -0.77)
C (-2.92, -1.27, -0.03)
Si (-3.93, 0.24, -0.28)
H (-3.45, -2.10, 0.50)
H (-2.78, -1.66, -1.09)
C (-5.31, -0.20, -1.48)
C (-2.97, 1.69, -1.01)
C (-4.62, 0.77, 1.38)
H (1.95, 2.02, -1.62)
H (3.60, 2.18, -0.98)
H (2.21, 2.24, 0.14)
H (4.08, -1.86, -1.74)
H (5.03, -0.33, -1.61)
H (3.73, -0.51, -2.85)
H (2.94, -1.42, 1.54)
H (3.27, 0.32, 1.83)
H (4.49, -0.68, 1.00)
H (-3.63, 2.24, -1.71)
H (-2.07, 1.41, -1.57)
H (-2.66, 2.39, -0.22)
H (-5.56, 1.30, 1.21)
H (-3.91, 1.43, 1.89)
H (-4.79, -0.11, 2.01)
H (-6.15, 0.49, -1.30)
H (-5.65, -1.23, -1.34)
H (-4.99, -0.09, -2.53)
O (-0.77, 1.32, 1.30)
C (0.42, 1.25, 1.67)
C (1.18, 2.07, 2.57)
C (1.56, 3.39, 2.30)
C (2.59, 3.99, 3.02)
C (3.23, 3.30, 4.07)
C (2.82, 2.01, 4.41)
C (1.78, 1.38, 3.69)
P (1.57, -0.39, 3.97)
C (1.22, -0.44, 5.76)
C (1.35, -1.69, 6.41)
C (0.96, -1.82, 7.74)
C (0.46, -0.72, 8.45)
C (0.36, 0.52, 7.81)
C (0.75, 0.67, 6.48)
C (-0.02, -1.00, 3.31)
C (-1.24, -0.38, 3.63)
C (-2.45, -1.08, 3.55)
C (-2.46, -2.39, 3.03)
C (-1.28, -2.96, 2.53)
C (-0.03, -2.31, 2.69)
H (1.07, 3.92, 1.49)
H (2.92, 4.98, 2.76)
H (4.05, 3.76, 4.60)
H (3.33, 1.49, 5.22)
H (1.75, -2.53, 5.84)
H (1.06, -2.80, 8.22)
H (0.16, -0.85, 9.48)
H (-0.03, 1.37, 8.36)
H (0.67, 1.65, 6.01)
H (-1.24, 0.64, 4.04)
H (-3.37, -0.61, 3.88)
H (-3.40, -2.94, 3.00)
H (-1.29, -3.98, 2.11)
H (0.91, -2.78, 2.43)



Record 7
Entry from the Open Molecules 2025 dataset: a cluster of 4 separate species, C4H14NO5 in total in a non-equilibrium geometry (the ωB97M-V functional and the def2-TZVPD basis).

Calculated values
- HOMO-LUMO gap (spin up / spin down) (eV) = 10.0651 / 6.1083
- ⟨S²⟩ = 0.755
- multiplicity = 2
- E_LUMO (spin up / spin down) (eV) = 0.147 / -3.784

Positions of all 24 atoms, in Å:
C (1.12, 2.26, -1.31)
N (0.14, 1.31, -1.25)
C (-0.98, 1.36, -2.15)
C (0.21, 0.08, -0.47)
C (1.21, 0.10, 0.78)
O (0.64, -0.66, 1.72)
O (1.13, 3.18, -2.09)
H (1.87, 2.10, -0.53)
H (-0.95, 2.18, -2.87)
H (-1.18, 0.46, -2.73)
H (-1.88, 1.51, -1.55)
H (-0.74, 0.11, 0.05)
H (0.34, -0.80, -1.10)
H (1.55, 1.10, 1.04)
H (2.08, -0.44, 0.37)
H (0.34, -2.51, 2.16)
H (1.42, -3.15, 1.37)
O (0.67, -3.39, 1.95)
H (-0.86, -2.65, -0.31)
H (-1.89, -1.65, -0.01)
O (-1.70, -2.33, -0.67)
H (-0.79, -0.36, 2.05)
H (-1.61, -0.56, 3.22)
O (-1.72, -0.16, 2.34)



Record 8
Entry from the Open Molecules 2025 dataset: a cluster of 11 separate species, C60H141N10O4 in total in a non-equilibrium geometry (the ωB97M-V functional and the def2-TZVPD basis).

Calculated values
- HOMO-LUMO gap (eV) = 5.6489
- energy relative to the best compared isomer or geometry (same formula, charge and spin) (kcal/mol) = 2.1
- net charge = -1
- E_LUMO (eV) = 1.945

Positions of all 215 atoms, in Å:
N (-18.55, 9.02, -0.66)
H (-19.29, 8.78, -0.01)
H (-17.94, 8.22, -0.72)
H (-18.12, 9.75, -0.11)
H (-18.85, 9.53, -1.48)
C (-20.77, 9.05, 3.59)
C (-20.65, 9.62, 4.90)
C (-19.52, 10.77, 5.01)
O (-19.41, 11.28, 6.09)
C (-18.71, 10.98, 3.85)
C (-18.92, 10.39, 2.63)
C (-19.99, 9.29, 2.55)
O (-20.26, 8.54, 1.48)
O (-18.02, 10.54, 1.66)
O (-21.06, 9.04, 5.90)
H (-21.53, 8.29, 3.52)
H (-17.82, 11.57, 4.02)
C (-15.74, 12.50, -0.41)
C (-14.51, 12.22, -1.31)
N (-13.23, 11.79, -0.57)
C (-12.58, 12.82, 0.21)
C (-12.07, 13.94, -0.69)
C (-13.26, 10.40, -0.09)
C (-11.83, 9.92, 0.23)
H (-15.64, 13.48, 0.06)
H (-15.88, 11.70, 0.32)
H (-16.64, 12.53, -1.03)
H (-14.76, 11.32, -1.88)
H (-14.24, 12.98, -2.05)
H (-13.31, 13.04, 0.99)
H (-11.75, 12.43, 0.80)
H (-11.71, 14.82, -0.14)
H (-11.27, 13.42, -1.22)
H (-12.94, 14.31, -1.21)
H (-13.46, 9.79, -0.97)
H (-14.02, 10.13, 0.64)
H (-11.28, 10.03, -0.70)
H (-11.79, 8.86, 0.43)
H (-11.29, 10.34, 1.08)
C (-23.32, 6.14, 0.79)
C (-24.04, 6.56, 2.04)
N (-25.42, 5.98, 2.18)
C (-26.19, 6.59, 3.32)
C (-27.23, 5.76, 3.83)
C (-26.28, 5.97, 0.93)
C (-26.48, 7.36, 0.33)
H (-22.83, 5.16, 0.78)
H (-22.50, 6.86, 0.73)
H (-23.86, 6.27, -0.15)
H (-23.47, 6.40, 2.96)
H (-24.17, 7.64, 2.00)
H (-25.58, 6.78, 4.21)
H (-26.48, 7.62, 3.12)
H (-27.44, 4.84, 3.29)
H (-27.00, 5.43, 4.85)
H (-28.15, 6.33, 3.95)
H (-27.27, 5.64, 1.23)
H (-25.78, 5.31, 0.22)
H (-27.37, 7.93, 0.61)
H (-26.65, 7.32, -0.75)
H (-25.60, 7.99, 0.44)
C (-20.63, 9.58, -5.49)
C (-19.87, 9.28, -4.16)
N (-19.42, 10.33, -3.15)
C (-20.58, 11.17, -2.79)
C (-21.52, 10.44, -1.80)
C (-18.40, 11.21, -3.74)
C (-17.06, 10.44, -3.99)
H (-20.84, 8.64, -6.00)
H (-19.98, 10.15, -6.16)
H (-21.53, 10.15, -5.23)
H (-20.65, 8.65, -3.73)
H (-19.01, 8.61, -4.21)
H (-20.29, 12.12, -2.33)
H (-21.13, 11.49, -3.67)
H (-22.47, 10.92, -1.56)
H (-21.84, 9.45, -2.11)
H (-21.08, 10.33, -0.81)
H (-18.31, 11.99, -2.98)
H (-18.84, 11.70, -4.61)
H (-17.07, 9.68, -4.77)
H (-16.67, 10.08, -3.04)
H (-16.33, 11.17, -4.34)
C (-17.14, 2.64, 0.87)
C (-16.74, 2.36, 2.32)
N (-15.83, 3.42, 2.84)
C (-14.47, 3.54, 2.28)
C (-13.59, 4.83, 2.53)
C (-15.83, 3.39, 4.34)
C (-14.98, 2.24, 4.97)
H (-16.27, 2.41, 0.25)
H (-17.46, 3.65, 0.64)
H (-17.89, 1.98, 0.44)
H (-17.61, 2.15, 2.95)
H (-16.16, 1.44, 2.43)
H (-14.55, 3.50, 1.19)
H (-13.98, 2.63, 2.63)
H (-13.41, 5.14, 3.56)
H (-14.14, 5.59, 1.98)
H (-12.65, 4.75, 1.98)
H (-15.40, 4.35, 4.61)
H (-16.75, 3.46, 4.92)
H (-15.53, 1.39, 4.57)
H (-13.92, 2.42, 4.82)
H (-15.19, 2.15, 6.04)
C (-22.40, 11.43, 1.93)
C (-21.43, 12.61, 1.68)
N (-21.61, 13.13, 0.32)
C (-20.71, 14.32, 0.05)
C (-19.22, 13.85, -0.21)
C (-22.98, 13.60, 0.08)
C (-23.56, 14.70, 1.00)
H (-23.44, 11.76, 1.95)
H (-22.27, 11.08, 2.95)
H (-22.40, 10.56, 1.27)
H (-21.56, 13.40, 2.41)
H (-20.43, 12.18, 1.82)
H (-20.97, 15.01, -0.75)
H (-20.59, 15.08, 0.83)
H (-18.51, 14.65, -0.03)
H (-18.89, 13.14, 0.55)
H (-19.02, 13.44, -1.20)
H (-23.72, 12.80, 0.12)
H (-22.98, 14.02, -0.93)
H (-22.84, 15.50, 1.18)
H (-23.71, 14.24, 1.98)
H (-24.58, 15.02, 0.81)
C (-23.21, 2.18, -4.25)
C (-22.26, 3.19, -4.70)
N (-22.74, 4.58, -4.73)
C (-23.85, 4.85, -5.68)
C (-23.75, 4.53, -7.17)
C (-22.89, 5.08, -3.34)
C (-23.02, 6.57, -3.27)
H (-24.12, 2.08, -4.83)
H (-23.47, 2.22, -3.20)
H (-22.75, 1.19, -4.30)
H (-21.34, 3.31, -4.14)
H (-21.85, 2.97, -5.69)
H (-24.76, 4.41, -5.26)
H (-24.11, 5.90, -5.64)
H (-22.70, 4.63, -7.47)
H (-24.07, 3.51, -7.35)
H (-24.43, 5.15, -7.76)
H (-21.99, 4.90, -2.75)
H (-23.76, 4.71, -2.80)
H (-24.00, 6.85, -3.68)
H (-22.30, 7.06, -3.92)
H (-22.77, 6.94, -2.28)
C (-15.40, 7.62, 0.26)
C (-16.61, 6.66, 0.50)
N (-17.36, 6.56, -0.75)
C (-16.68, 5.81, -1.82)
C (-16.37, 6.70, -2.96)
C (-18.64, 5.87, -0.47)
C (-19.58, 6.23, -1.57)
H (-14.64, 7.22, -0.41)
H (-14.89, 7.73, 1.21)
H (-15.73, 8.62, -0.03)
H (-16.34, 5.64, 0.77)
H (-17.18, 7.15, 1.30)
H (-15.83, 5.30, -1.37)
H (-17.33, 5.07, -2.28)
H (-15.86, 6.13, -3.74)
H (-17.24, 7.18, -3.40)
H (-15.73, 7.52, -2.64)
H (-19.07, 6.32, 0.42)
H (-18.67, 4.79, -0.39)
H (-19.43, 7.17, -2.11)
H (-20.58, 6.35, -1.16)
H (-19.74, 5.50, -2.36)
C (-19.75, 3.00, 7.14)
C (-21.03, 2.99, 6.37)
N (-21.04, 3.99, 5.27)
C (-22.49, 4.24, 4.96)
C (-23.24, 5.14, 5.94)
C (-20.42, 3.49, 4.08)
C (-20.07, 4.59, 3.07)
H (-19.79, 3.91, 7.75)
H (-18.85, 3.26, 6.58)
H (-19.53, 2.15, 7.78)
H (-21.30, 1.98, 6.07)
H (-21.81, 3.15, 7.11)
H (-22.96, 3.27, 4.80)
H (-22.58, 4.80, 4.03)
H (-22.70, 5.31, 6.87)
H (-24.17, 4.61, 6.11)
H (-23.55, 6.08, 5.47)
H (-19.56, 2.88, 4.35)
H (-21.06, 2.71, 3.67)
H (-20.78, 5.00, 2.35)
H (-19.42, 5.37, 3.46)
H (-19.32, 4.20, 2.38)
C (-14.61, 10.71, 3.66)
C (-13.81, 11.63, 4.48)
N (-14.63, 12.73, 5.09)
C (-15.20, 13.57, 4.00)
C (-16.39, 14.39, 4.53)
C (-13.75, 13.57, 5.91)
C (-13.18, 12.86, 7.19)
H (-14.19, 9.70, 3.63)
H (-14.67, 11.00, 2.61)
H (-15.65, 10.53, 3.96)
H (-13.26, 11.05, 5.22)
H (-13.02, 12.11, 3.91)
H (-14.37, 14.11, 3.55)
H (-15.66, 12.94, 3.24)
H (-17.20, 13.70, 4.75)
H (-16.23, 15.13, 5.32)
H (-16.79, 15.04, 3.76)
H (-14.09, 14.53, 6.30)
H (-12.84, 13.92, 5.42)
H (-14.06, 12.48, 7.71)
H (-12.82, 13.63, 7.87)
H (-12.51, 12.01, 7.09)